ORCA calculation (ωB97M-V/def2-TZVPD) on a 3-piece molecular cluster, C3H12NO4 overall.

For the HOMO-LUMO gap (spin up / spin down), the calculation gives 0.409 / 0.266 Ha. For the energy above the lowest of the compared OMol25 structures with the same formula, charge and spin, the calculation gives 46.73 kcal per mole. Its spin multiplicity is 2.

CARTESIAN COORDINATES (ANGSTROEM)
C (1.1300, 1.9483, -0.2871)
C (2.0205, 0.8208, -0.7489)
O (2.6207, 1.3528, -1.9888)
N (0.2889, 1.4282, 0.7900)
C (-0.0367, -0.0630, 0.9031)
O (-0.6952, -0.5896, -0.0276)
H (0.5261, 2.4755, -1.1566)
H (1.6831, 2.8135, 0.1762)
H (2.8957, 0.4714, -0.0448)
H (1.5105, -0.0610, -1.0123)
H (3.5089, 1.5689, -1.7899)
H (-0.5915, 1.8870, 0.8401)
H (0.9677, -0.5603, 1.0453)
H (-0.6182, -0.0267, 1.7796)
H (-3.5756, -2.2527, 0.6896)
H (-2.5813, -1.3394, 1.5407)
O (-3.2958, -2.0684, 1.6680)
H (-1.9911, -3.3792, -0.4747)
H (-1.5438, -1.8434, -0.9519)
O (-2.2228, -2.5826, -0.9501)